96
Properties=species:S:1:pos:R:3:forces:R:3:lowdin_charge:R:1 method="wB97M-V/def2-TZVPD" e_tot_ha=-3989.2695 e_homo_ev="-10.0 / -10.0" largest_force_ev_per_a=2.125 total_charge=+1
Rh 0.13978 0.11707 0.23434 -1.3 -0.8 0.4 1.18
N 2.71318 1.64668 7.63412 -0.1 0.0 -0.1 0.13
C 2.23020 1.00324 6.53525 -0.1 -0.1 0.0 -0.31
C 2.25362 1.62354 5.27408 0.0 0.0 0.0 -0.02
C 1.77593 0.95933 4.16688 0.1 0.0 0.0 -0.07
C 1.26869 -0.32869 4.29949 0.0 0.0 -0.5 -0.31
C 1.20807 -0.94765 5.53809 0.0 -0.1 -0.1 -0.05
C 1.68698 -0.28692 6.64864 0.1 0.1 0.0 -0.01
S 0.58109 -1.09108 2.87913 -0.3 -0.1 1.0 0.64
O 1.53518 -0.89137 1.76091 0.0 0.0 -0.8 -0.42
O 0.22471 -2.45613 3.13691 0.1 0.0 0.1 -0.27
N -0.72659 -0.15273 2.64749 1.2 0.8 -0.7 -0.06
C -1.73887 -0.72900 1.96854 -0.9 -0.7 -0.7 -0.51
N -1.40910 -1.35385 0.80608 0.8 1.7 0.0 0.04
C -2.36880 -1.94851 0.10207 -0.3 -0.2 -0.5 -0.10
C -3.67896 -1.93457 0.52093 0.3 -0.1 0.1 -0.02
C -3.93648 -1.21720 1.69066 0.1 0.1 0.1 -0.07
N -2.99306 -0.63042 2.40002 0.1 0.2 0.3 0.18
H 3.15218 2.54340 7.55147 0.0 0.0 0.0 0.10
H 2.74336 1.18232 8.52144 0.0 0.0 0.0 0.10
H 2.64860 2.62795 5.18163 0.0 0.0 0.0 0.11
H 1.78804 1.41904 3.18566 0.0 0.1 0.1 0.11
H 0.79049 -1.94322 5.61363 0.0 0.0 0.1 0.12
H 1.64692 -0.75769 7.62280 0.0 0.0 0.0 0.12
H -2.06466 -2.45736 -0.80652 0.0 0.1 0.0 0.11
H -4.45870 -2.44021 -0.02694 0.0 0.0 0.0 0.10
H -4.94460 -1.11093 2.07852 0.0 0.0 -0.1 0.13
O -1.38997 1.36030 -0.33504 0.2 -1.9 -0.9 -0.25
C -2.01455 2.61483 -0.17723 0.8 0.7 0.5 -0.55
C -3.24849 2.45533 -1.04596 -0.1 -0.4 0.0 -0.48
C -3.15177 1.98998 -2.33134 -0.1 0.2 0.2 -0.12
C -4.40432 1.86013 -2.97258 0.0 0.0 -0.1 -0.16
C -5.43424 2.23652 -2.16688 -0.1 0.0 0.2 -0.38
S -4.89124 2.73889 -0.61827 0.1 -0.1 -0.3 1.02
C -2.19870 2.97044 1.29590 0.1 -0.2 -0.1 -0.48
C -1.14989 3.33925 2.09636 -0.2 0.0 -0.2 -0.13
C -1.53020 3.57007 3.43709 0.0 0.0 0.2 -0.17
C -2.85925 3.37001 3.64005 -0.2 0.0 0.0 -0.39
S -3.65705 2.89625 2.20230 0.3 0.0 0.2 1.00
C -1.18262 3.74826 -0.77665 -0.1 0.1 -0.1 -0.48
C 0.11511 3.74226 -1.17774 -0.1 -0.1 0.0 -0.13
C 0.55333 5.01307 -1.64712 0.0 0.1 0.0 -0.18
C -0.42317 5.95322 -1.58607 -0.1 0.1 0.0 -0.40
S -1.88933 5.31331 -0.96728 0.2 -0.2 0.0 1.08
H -2.19999 1.77108 -2.79594 -0.1 0.1 0.0 0.11
H -4.52218 1.50941 -3.98732 0.1 0.3 0.4 0.06
H -6.48788 2.26084 -2.39473 0.0 0.0 0.0 0.07
H -0.14546 3.47039 1.71776 0.0 0.0 0.0 0.12
H -0.84426 3.87741 4.21299 0.0 0.0 0.0 0.10
H -3.42448 3.48936 4.55003 0.0 0.0 0.0 0.07
H 0.74072 2.86707 -1.13499 0.0 0.0 0.0 0.06
H 1.54940 5.20544 -2.01885 0.0 0.0 0.0 0.10
H -0.37270 6.99083 -1.87424 0.0 0.0 0.0 0.07
N 1.99142 1.16557 -0.16380 -0.8 -0.5 0.5 0.11
C 3.12293 0.94793 -0.04655 0.0 0.3 -0.1 -0.21
N 4.38650 0.70087 0.11668 0.0 0.0 0.1 -0.06
C 5.45586 1.38440 -0.61374 0.2 0.0 -0.2 -0.09
C 6.20751 0.36894 -1.47406 -0.1 0.0 0.1 -0.18
O 6.60390 -0.76044 -0.72178 0.0 0.0 0.0 -0.11
C 5.50998 -1.42612 -0.12079 0.0 0.1 0.1 -0.17
C 4.80911 -0.49836 0.86036 0.1 -0.2 0.0 -0.08
H 6.13854 1.82438 0.11622 -0.1 0.0 0.0 0.14
H 5.03233 2.17514 -1.23030 0.0 0.0 0.0 0.14
H 7.12356 0.81560 -1.85578 0.0 0.0 -0.1 0.14
H 5.57728 0.06208 -2.32044 0.0 0.0 0.0 0.13
H 5.91552 -2.29703 0.39008 0.0 0.0 0.0 0.14
H 4.79816 -1.75773 -0.89054 0.0 0.0 0.0 0.12
H 5.51791 -0.18364 1.62903 -0.1 0.0 0.0 0.14
H 3.94078 -0.95905 1.32872 0.0 0.0 0.0 0.12
C -4.34957 -2.38129 -2.93529 0.1 0.0 -0.1 -0.07
C -3.21876 -2.50177 -3.95399 -0.2 0.0 0.1 -0.19
N -3.13517 -1.34221 -4.82902 0.1 0.0 0.0 -0.04
C -4.17562 -1.18200 -5.85129 0.0 0.2 0.0 -0.17
C -5.16226 -0.05509 -5.56780 0.0 -0.3 -0.2 -0.07
C -2.13434 -0.43428 -4.82131 -0.1 0.0 0.0 -0.43
O -2.12022 0.55655 -5.53345 0.1 -0.1 0.0 0.09
C -0.92448 -0.70544 -3.95716 0.2 -0.1 -0.1 -0.10
C 0.26897 -1.01840 -4.60112 -0.1 0.1 0.1 0.04
C 1.41540 -1.20881 -3.84681 -0.1 0.0 0.0 -0.01
C 1.34299 -1.04314 -2.47528 0.2 -0.1 0.1 -0.11
N 0.20787 -0.70843 -1.86483 0.1 1.1 1.2 0.01
C -0.90195 -0.54239 -2.58459 -0.4 -0.1 0.1 -0.08
H -4.35089 -3.25580 -2.28228 0.0 0.0 0.0 0.08
H -5.31792 -2.33454 -3.43293 0.0 0.0 0.0 0.08
H -4.22687 -1.48122 -2.32903 0.0 0.0 0.0 0.07
H -3.37482 -3.39197 -4.56876 0.1 0.0 0.0 0.13
H -2.26835 -2.62585 -3.43991 0.0 0.0 0.0 0.10
H -4.69462 -2.13704 -5.93174 0.0 0.0 0.0 0.12
H -3.67202 -0.97984 -6.79832 0.0 -0.1 0.0 0.13
H -5.61799 -0.15837 -4.58242 0.0 -0.1 -0.1 0.07
H -5.94958 -0.07307 -6.32163 0.0 0.0 0.0 0.09
H -4.65329 0.90399 -5.62663 -0.1 -0.1 -0.2 0.06
H 0.28573 -1.09483 -5.68056 0.0 0.0 0.0 0.14
H 2.35558 -1.46064 -4.31632 0.0 0.0 0.1 0.12
H 2.20742 -1.19108 -1.84074 0.0 0.1 0.0 0.10
H -1.79092 -0.25941 -2.03054 0.1 0.1 0.0 0.10